Record 1
Density functional theory data (ωB97M-V with the def2-TZVPD basis set) for a 3-piece molecular cluster, C9H17N4O10P overall in a non-equilibrium geometry.

Cartesian coordinates (Å):
O (0.699, 0.163, 0.861)
C (-0.255, -0.509, 0.523)
O (-0.562, -1.014, -0.575)
N (-1.307, -0.748, 1.557)
C (-2.551, -0.560, 1.199)
N (-3.627, -0.708, 2.031)
C (-4.669, -0.440, 1.273)
P (-6.408, -0.541, 1.920)
O (-6.884, -1.921, 1.159)
O (-7.066, 0.536, 0.892)
N (-4.318, -0.117, 0.025)
N (-2.958, -0.204, -0.028)
H (-1.107, -1.037, 2.498)
H (-6.341, -2.637, 1.518)
H (-7.948, 0.223, 0.652)
H (-4.928, 0.136, -0.733)
H (-2.346, -0.059, -0.824)
C (1.295, 1.566, -1.891)
O (0.412, 2.207, -2.834)
C (1.000, 3.045, -3.674)
O (2.172, 3.311, -3.720)
O (0.060, 3.558, -4.480)
C (0.564, 4.484, -5.442)
H (0.688, 0.917, -1.284)
H (2.040, 0.969, -2.414)
H (1.780, 2.309, -1.261)
H (1.283, 4.001, -6.101)
H (1.026, 5.338, -4.950)
H (-0.291, 4.819, -6.022)
C (5.303, -4.305, 2.501)
O (5.327, -2.921, 2.845)
C (4.214, -2.258, 2.515)
O (3.249, -2.738, 1.982)
O (4.362, -0.993, 2.886)
C (3.241, -0.148, 2.581)
H (6.257, -4.716, 2.821)
H (4.495, -4.817, 3.021)
H (5.195, -4.434, 1.426)
H (2.347, -0.499, 3.089)
H (3.062, -0.101, 1.511)
H (3.496, 0.842, 2.947)

Summary:
HOMO energy in eV: -9.245
Lowest unoccupied orbital energy in Ha: -0.016
Orbital gap in eV: 8.812
2S+1: 1
Charge: 0
Molecular weight in g/mol: 372.227


Record 2
Density functional theory data (ωB97M-V with the def2-TZVPD basis set) for C9H17N5NiO3 as an isolated structure.

Cartesian coordinates (Å):
Ni (0.613, 0.704, 0.621)
C (-3.661, -2.604, 1.429)
O (-3.210, -1.302, 1.070)
C (-1.901, -0.992, 1.099)
O (-1.550, 0.115, 0.765)
N (-1.052, -1.978, 1.511)
N (0.306, -1.689, 1.549)
H (-4.738, -2.590, 1.294)
H (-3.442, -2.827, 2.476)
H (-3.233, -3.368, 0.777)
H (-1.391, -2.865, 1.837)
H (0.840, -2.329, 0.979)
H (0.658, -1.642, 2.494)
C (1.213, 3.724, 1.170)
O (2.116, 2.821, 1.783)
C (1.829, 1.509, 1.605)
C (2.900, 0.750, 2.367)
H (1.363, 3.734, 0.088)
H (1.418, 4.712, 1.581)
H (0.184, 3.425, 1.375)
H (3.779, 1.370, 2.571)
H (3.209, -0.136, 1.809)
H (2.499, 0.408, 3.327)
N (-1.664, 0.374, -4.172)
C (-0.532, 0.176, -3.410)
C (-0.551, 0.424, -2.029)
N (0.515, 0.216, -1.269)
C (1.612, -0.267, -1.890)
C (1.607, -0.515, -3.243)
N (0.546, -0.293, -4.024)
H (-2.334, 1.040, -3.827)
H (-1.492, 0.417, -5.164)
H (-1.440, 0.795, -1.535)
H (2.488, -0.422, -1.279)
H (2.496, -0.898, -3.731)

Summary:
HOMO energy (alpha / beta) in eV: -5.753 / -5.752
Lowest unoccupied orbital energy (alpha / beta) in Ha: 0.013 / 0.013
Orbital gap (alpha / beta) in eV: 6.097 / 6.096
Relative energy (zero: lowest compared OMol25 entry of this formula, charge and spin) in kJ/mol: 20.4
2S+1: 1
Charge: 0
Molecular weight in g/mol: 301.960